Below is C10H11N in the gas phase in a non-equilibrium geometry, with properties calculated with ωB97M-V/def2-TZVPD.

## Properties
**SMILES**: C=C=C(C)/C=C\C=C(\C)C#N
**Frontier orbital gap**: 8.0 eV

Each line ends with the Löwdin charge.
Geometry (Å):
C1 -1.74409 0.51463 0.66286  -0.228
C2 0.51240 2.15042 0.34073  -0.093
C3 0.25765 1.71882 -0.90129  -0.055
C4 0.34201 1.29680 1.47990  -0.046
C5 0.06836 0.34352 -1.35012  -0.288
C6 0.00809 -0.71505 -0.56712  -0.117
C7 0.03959 -1.85200 0.00079  0.008
C8 -0.63229 0.39159 1.49268  -0.382
C9 -0.18228 0.21316 -2.79945  -0.039
C10 -0.96361 -0.48159 2.62231  -0.077
N1 -2.51628 0.78094 -0.17219  0.227
H1 0.89355 3.15103 0.58702  0.113
H2 0.52776 2.45015 -1.63411  0.106
H3 1.16204 1.24129 2.28841  0.161
H4 0.98979 -2.39813 -0.05341  0.082
H5 -0.87557 -2.53825 0.02155  0.114
H6 0.26504 -0.73636 -3.12852  0.098
H7 0.14338 0.93890 -3.48864  0.067
H8 -1.21225 0.15677 -2.93762  0.066
H9 -1.80067 -1.09145 2.34955  0.065
H10 -1.27344 0.07069 3.57698  0.114
H11 -0.28232 -1.24375 3.11233  0.104

***

Below is 3 unconnected molecules or ions with the total composition C22H44FN6O7, with properties calculated with ωB97M-V/def2-TZVPD.

## Properties
**Net charge**: +1
**Frontier orbital gap**: 5.5 eV

Each line ends with the Löwdin charge.
Geometry (Å):
N1 -0.07057 5.68402 -4.04764  0.083
C1 0.79612 4.95476 -3.12406  -0.660
N2 1.35609 5.95541 -2.21365  0.100
N3 -0.04414 3.92466 -2.54550  0.101
C2 1.95999 4.27888 -3.92987  -0.042
C3 3.21576 4.03417 -3.15950  -0.108
C4 3.16547 3.61258 -1.83940  0.082
C5 4.31298 3.40603 -1.10542  -0.055
C6 4.23315 3.00834 0.33768  -0.501
O1 3.87693 3.79257 1.16362  0.182
O2 4.60325 1.74570 0.55511  0.155
C7 5.55623 3.61229 -1.70390  0.067
C8 5.57953 4.00979 -3.00128  0.013
N4 4.44203 4.19555 -3.71439  0.027
C9 4.64265 4.57963 -5.12697  0.018
C10 5.51267 3.58974 -5.88020  -0.439
O3 6.18735 3.86985 -6.80279  0.221
F1 5.38924 2.33550 -5.40086  0.130
H1 0.40902 6.53292 -4.33252  0.087
H2 -0.20881 5.15553 -4.90300  0.090
H3 1.35001 5.60858 -1.26240  0.080
H4 0.72726 6.75142 -2.19718  0.087
H5 0.25179 3.58318 -1.64100  0.052
H6 -0.98501 4.29043 -2.47468  0.092
H7 2.12815 4.88980 -4.80785  0.101
H8 1.58999 3.30653 -4.26322  0.146
H9 2.21263 3.44715 -1.36681  0.116
H10 4.86737 1.67160 1.48696  0.153
H11 6.48264 3.45636 -1.17443  0.147
H12 6.51651 4.18649 -3.50819  0.159
H13 3.69628 4.59954 -5.64887  0.129
H14 5.14998 5.53778 -5.16302  0.160
C11 1.06553 -2.70769 1.71495  -0.113
O4 0.99514 -2.82875 0.30899  -0.194
C12 -0.24905 -3.33006 -0.17467  -0.203
C13 -1.02862 -2.25845 -0.90149  -0.208
N5 -1.51377 -1.23933 0.02146  -0.044
C14 -2.07109 -0.05069 -0.61011  -0.195
C15 -1.16172 0.78825 -1.49870  -0.219
O5 -0.11963 1.46168 -0.80369  -0.210
C16 1.03144 0.68140 -0.53762  -0.080
H15 2.10309 -2.49706 1.97046  0.086
H16 0.43938 -1.89283 2.09835  0.078
H17 0.76653 -3.63637 2.20893  0.090
H18 -0.84311 -3.75856 0.63743  0.108
H19 -0.02122 -4.13295 -0.88008  0.127
H20 -1.88572 -2.71995 -1.39999  0.127
H21 -0.37070 -1.84559 -1.67999  0.103
H22 -0.75699 -0.96213 0.63239  0.069
H23 -2.44295 0.59764 0.18723  0.123
H24 -2.93978 -0.35001 -1.20484  0.122
H25 -1.77320 1.57661 -1.94358  0.114
H26 -0.74048 0.21346 -2.33128  0.114
H27 1.20792 -0.06199 -1.31857  0.097
H28 0.97475 0.17578 0.42860  0.082
H29 1.89158 1.35500 -0.49732  0.059
C17 -2.56496 -4.77102 6.66184  -0.118
O6 -3.78443 -5.25963 6.14561  -0.192
C18 -4.82223 -4.29301 6.04785  -0.216
C19 -5.13149 -3.95923 4.60578  -0.217
N6 -4.04249 -3.21764 3.98482  -0.050
C20 -4.15554 -3.05436 2.53945  -0.202
C21 -4.16540 -4.30273 1.66584  -0.222
O7 -2.93397 -5.00035 1.63587  -0.199
C22 -2.71276 -5.91150 2.69650  -0.094
H30 -1.92728 -5.63237 6.85241  0.089
H31 -2.05014 -4.10528 5.95873  0.076
H32 -2.71754 -4.23457 7.60305  0.088
H33 -4.56448 -3.39060 6.61014  0.122
H34 -5.71575 -4.72907 6.50209  0.123
H35 -6.03825 -3.34789 4.57240  0.124
H36 -5.34784 -4.90543 4.09096  0.107
H37 -3.16906 -3.68428 4.19182  0.068
H38 -3.31376 -2.43808 2.21195  0.106
H39 -5.06604 -2.48328 2.32906  0.119
H40 -4.33980 -3.97082 0.63895  0.119
H41 -4.98224 -4.99023 1.91585  0.113
H42 -3.64432 -6.37058 3.03600  0.090
H43 -2.21705 -5.43790 3.54922  0.072
H44 -2.05307 -6.69438 2.32220  0.088

***

Below is 10 unconnected molecules or ions with the total composition C33H87O31P7 in a non-equilibrium geometry, with properties calculated with ωB97M-V/def2-TZVPD.

## Properties
**SMILES**: COP(=O)(OC)OC.COP(=O)(OC)OC.COP(=O)(OC)OC.COP(=O)(OC)OC.COP(=O)(OC)OC.COP(=O)(OC)OC.COP(=O)(OC)OC.C1CCOC1.C1CCOC1.C1CCOC1
**Frontier orbital gap**: 9.6 eV

Each line ends with the Löwdin charge.
Geometry (Å):
C1 11.53191 31.53384 -28.27854  -0.151
O1 12.43004 30.65063 -28.85452  -0.267
P1 11.73343 29.25933 -29.60224  0.538
O2 10.68690 29.67276 -30.61183  -0.269
O3 13.00666 28.52574 -30.30047  -0.242
C2 13.72932 29.21963 -31.33017  -0.095
O4 11.20846 28.33078 -28.39803  -0.222
C3 10.83108 26.96959 -28.61724  -0.094
H1 10.48730 31.23034 -28.20930  0.086
H2 11.63176 32.47371 -28.82146  0.096
H3 11.87288 31.49473 -27.24398  0.091
H4 14.78703 29.07365 -31.11102  0.085
H5 13.46347 30.22313 -31.66247  0.095
H6 13.55159 28.62684 -32.22745  0.086
H7 10.98378 26.65325 -29.64908  0.087
H8 9.75773 26.78706 -28.56532  0.083
H9 11.21100 26.29266 -27.85204  0.072
C4 12.10545 22.53579 -32.17961  -0.114
O5 10.93733 22.27228 -31.47350  -0.229
P2 10.76479 22.43998 -29.87365  0.491
O6 11.49971 23.63451 -29.39442  -0.230
O7 11.14513 20.93019 -29.31347  -0.231
C5 10.91539 20.55032 -27.93864  -0.092
O8 9.14767 22.50265 -29.63517  -0.234
C6 8.38723 23.54322 -30.32400  -0.075
H10 12.33573 21.72062 -32.86560  0.087
H11 12.92542 22.44079 -31.46777  0.059
H12 12.04853 23.50663 -32.67187  0.098
H13 11.88227 20.51264 -27.43683  0.080
H14 10.25630 19.69344 -27.79908  0.091
H15 10.36693 21.34390 -27.43118  0.076
H16 8.95864 23.88941 -31.18525  0.077
H17 8.16996 24.35297 -29.62745  0.086
H18 7.47959 23.16266 -30.79247  0.087
C7 14.09590 27.99630 -27.07923  -0.155
O9 14.09909 28.85444 -26.00769  -0.223
P3 15.40142 29.73273 -25.47282  0.467
O10 16.73783 29.04490 -25.55759  -0.271
O11 15.29561 30.97633 -26.41898  -0.211
C8 15.73272 30.78565 -27.78660  -0.063
O12 15.01239 30.18207 -23.96277  -0.220
C9 14.81002 29.21892 -22.84520  -0.040
H19 15.06654 27.52676 -27.23890  0.084
H20 13.98469 28.54879 -28.01223  0.058
H21 13.28095 27.27255 -27.09177  0.066
H22 14.85833 30.84153 -28.43500  0.068
H23 16.14910 29.79029 -27.94148  0.076
H24 16.32297 31.67773 -27.99611  0.099
H25 15.64607 29.32879 -22.15450  0.090
H26 14.80100 28.17975 -23.17404  0.063
H27 13.85069 29.35063 -22.34476  0.086
C10 13.04167 22.95704 -36.23665  -0.105
O13 13.52613 21.66516 -36.56723  -0.226
P4 14.00650 21.27749 -38.05833  0.458
O14 13.25305 21.75279 -39.23889  -0.230
O15 15.57183 21.76914 -38.05333  -0.234
C11 16.49739 21.34426 -37.09567  -0.125
O16 14.23200 19.68363 -37.90163  -0.246
C12 13.15123 18.79921 -38.18822  -0.091
H28 13.15043 23.64608 -37.07420  0.086
H29 13.51611 23.43946 -35.38208  0.084
H30 11.96906 22.90662 -36.04941  0.090
H31 16.40226 22.20200 -36.42984  0.090
H32 17.43621 21.23624 -37.63885  0.094
H33 16.36179 20.37161 -36.62274  0.078
H34 13.68188 18.26625 -38.97718  0.090
H35 12.26193 19.22886 -38.64935  0.093
H36 13.11029 18.12873 -37.32981  0.093
C13 21.92720 28.72187 -31.53200  -0.100
O17 21.37763 27.89181 -30.51157  -0.199
P5 20.04707 27.07386 -30.72231  0.454
O18 20.13076 25.84846 -31.62079  -0.266
O19 19.70434 26.76562 -29.14307  -0.239
C14 19.12448 27.78312 -28.33307  -0.094
O20 18.94995 28.18120 -31.10648  -0.232
C15 18.67417 28.56187 -32.43125  -0.106
H37 22.95533 29.03180 -31.34491  0.088
H38 21.41132 29.68188 -31.55095  0.084
H39 21.99425 28.33014 -32.54696  0.096
H40 19.51911 28.76419 -28.59738  0.088
H41 19.25770 27.57157 -27.27212  0.082
H42 18.06245 27.79800 -28.57797  0.079
H43 19.31633 29.41463 -32.65157  0.082
H44 17.62826 28.67255 -32.71745  0.091
H45 19.05469 27.79179 -33.10227  0.083
C16 15.40534 25.44760 -24.88024  -0.074
O21 14.25733 25.48424 -23.97672  -0.210
P6 12.75961 25.64752 -24.57835  0.480
O22 12.64160 25.08675 -25.96340  -0.255
O23 11.74874 24.92992 -23.53825  -0.245
C17 11.58466 23.54049 -23.36359  -0.091
O24 12.45375 27.22378 -24.38979  -0.223
C18 11.15865 27.72520 -24.27586  -0.119
H46 16.10897 26.24857 -24.65343  0.080
H47 15.15797 25.46500 -25.94165  0.058
H48 16.02462 24.56640 -24.71269  0.072
H49 11.43124 23.37564 -22.29711  0.096
H50 12.34908 22.90329 -23.80827  0.088
H51 10.72136 23.47662 -24.02597  0.094
H52 10.26193 27.13632 -24.46878  0.098
H53 11.20927 28.56537 -24.96843  0.089
H54 10.98513 28.26756 -23.34643  0.088
C19 19.46578 22.32682 -29.16401  -0.079
O25 18.64714 21.13090 -29.12648  -0.242
P7 17.95269 20.69640 -27.70129  0.468
O26 18.70906 20.93080 -26.42328  -0.267
O27 16.58482 21.53958 -27.87973  -0.246
C20 15.64252 21.62379 -26.76926  -0.055
O28 17.49903 19.13677 -27.82721  -0.246
C21 18.51095 18.08787 -27.67576  -0.072
H55 19.77979 22.79790 -28.23256  0.078
H56 19.06152 23.08736 -29.83203  0.078
H57 20.42323 21.94782 -29.52142  0.090
H58 15.61411 22.67726 -26.49090  0.070
H59 15.92502 20.99478 -25.92508  0.087
H60 14.69847 21.26717 -27.18122  0.083
H61 19.43655 18.38079 -27.18021  0.085
H62 18.66375 17.79505 -28.71452  0.085
H63 18.11218 17.26414 -27.08369  0.086
C22 14.69242 23.96277 -29.93255  -0.161
C23 16.12579 23.89807 -30.47070  -0.125
C24 16.87168 25.03141 -29.74673  -0.204
O29 15.82712 25.76615 -29.21003  -0.153
C25 14.73697 24.94562 -28.80613  -0.186
H64 14.20966 23.01530 -29.69308  0.097
H65 14.03417 24.40568 -30.67997  0.104
H66 16.17259 24.00619 -31.55431  0.110
H67 16.69956 22.99407 -30.26656  0.076
H68 17.44859 25.76754 -30.30654  0.105
H69 17.47064 24.61544 -28.93659  0.108
H70 13.83493 25.55217 -28.72544  0.116
H71 14.96023 24.45040 -27.86113  0.096
C26 17.06914 20.58273 -32.62572  -0.157
C27 16.63575 19.49218 -31.61138  -0.135
C28 15.11819 19.78782 -31.54551  -0.133
O30 14.86560 20.77877 -32.60765  -0.168
C29 15.87576 20.79100 -33.53681  -0.237
H72 17.92696 20.23988 -33.20425  0.107
H73 17.39968 21.41388 -32.00279  0.099
H74 17.18435 19.39172 -30.67488  0.089
H75 16.85067 18.62477 -32.23550  0.102
H76 14.81526 20.20667 -30.58587  0.109
H77 14.56634 18.85786 -31.68236  0.110
H78 15.83110 21.77375 -34.00617  0.114
H79 15.63127 20.07302 -34.31965  0.116
C30 19.10913 24.85389 -25.39862  -0.202
C31 20.56017 25.10641 -25.70490  -0.159
C32 21.03512 25.98544 -24.42684  -0.132
O31 20.05921 25.60448 -23.41484  -0.175
C33 19.11237 24.63094 -23.90311  -0.179
H80 18.68801 24.01773 -25.95683  0.098
H81 18.48838 25.66418 -25.78098  0.103
H82 20.81312 25.75580 -26.54300  0.092
H83 21.05131 24.13706 -25.78995  0.107
H84 20.79151 27.03240 -24.60747  0.113
H85 22.06362 25.63998 -24.32223  0.108
H86 18.12196 24.80183 -23.48122  0.105
H87 19.56924 23.71300 -23.53330  0.124

***

Below is a molecular structure, C17H26GaN3O8S in a non-equilibrium geometry, with properties calculated with ωB97M-V/def2-TZVPD.

## Properties
**Net charge**: +2
**Frontier orbital gap**: 9.1 eV

Each line ends with the Löwdin charge.
Geometry (Å):
Ga1 0.46408 -0.31017 0.76026  0.513
C1 -1.94799 -0.74088 2.56865  -0.096
C2 -1.15831 0.28064 3.38023  -0.111
O1 -0.39989 1.03124 2.43299  -0.179
C3 0.61361 1.84649 2.99076  -0.121
C4 1.81973 0.99770 3.46181  -0.128
O2 1.71536 -0.25757 2.80663  -0.240
C5 2.90621 -1.02605 2.71469  -0.149
C6 2.46597 -2.41397 2.24722  -0.101
O3 1.47573 -2.28636 1.22319  -0.173
C7 0.44117 -3.26211 1.28205  -0.119
C8 -0.68487 -2.79148 2.20870  -0.094
O4 -1.06146 -1.49327 1.74647  -0.162
H1 -2.61724 -0.20879 1.88578  0.152
H2 -2.52539 -1.39866 3.22109  0.157
H3 -0.49697 -0.22781 4.08972  0.143
H4 -1.83820 0.95202 3.91493  0.160
H5 0.20678 2.44861 3.80806  0.151
H6 0.92420 2.50777 2.17818  0.131
H7 1.80941 0.83477 4.54616  0.147
H8 2.75210 1.50147 3.18679  0.142
H9 3.39241 -1.10393 3.69254  0.156
H10 3.60096 -0.56233 2.00484  0.106
H11 2.04581 -2.95754 3.09757  0.143
H12 3.32111 -2.96983 1.84778  0.158
H13 0.83320 -4.22890 1.60917  0.157
H14 0.05306 -3.34675 0.26307  0.141
H15 -0.34958 -2.74897 3.25288  0.147
H16 -1.53995 -3.47188 2.12592  0.161
O5 -0.99881 0.65773 -0.35271  -0.006
C9 -0.99648 -0.32616 -1.16156  -0.525
O6 -0.20504 -1.27605 -0.92703  0.054
C10 -1.87400 -0.32643 -2.33035  -0.124
C11 -1.67834 -1.26837 -3.34543  0.026
C12 -2.51793 -1.27669 -4.44130  0.039
C13 -3.54714 -0.34620 -4.50749  -0.105
C14 -3.74770 0.60162 -3.51180  0.034
C15 -2.90908 0.61183 -2.41624  0.018
N1 -4.46844 -0.37189 -5.65066  -0.356
O7 -5.39678 0.39323 -5.61031  0.116
O8 -4.21509 -1.15594 -6.52861  0.118
H17 -0.86465 -1.97280 -3.26807  0.129
H18 -2.39169 -1.98598 -5.24682  0.132
H19 -4.55486 1.31185 -3.61477  0.131
H20 -3.05825 1.31998 -1.61566  0.124
C16 3.32708 3.61462 -2.67470  -0.018
N2 3.20607 2.48289 -1.77954  -0.032
C17 2.13325 2.04799 -1.15256  -0.701
N3 0.95131 2.63476 -1.25464  0.186
S1 2.44547 0.68638 -0.10127  0.904
H21 4.08152 3.37805 -3.42185  0.108
H22 3.64926 4.50419 -2.13025  0.108
H23 2.39369 3.82817 -3.19097  0.092
H24 4.06883 1.98144 -1.59962  0.139
H25 0.83220 3.43510 -1.86136  0.128
H26 0.11453 2.22321 -0.85257  0.090